1.
Below is a molecular structure, C30H42Br35F3N2O7P3S in a non-equilibrium geometry, with properties calculated with wB97M-V/def2-TZVPD.

## Properties
**Charge**: -1
**Total energy**: -93616.759642 Ha
**Highest occupied orbital energy**: -0.1843 Ha
**Maximum force**: 4.354 eV/Å
**Lowest unoccupied orbital energy**: 0.0262 hartree
**Orbital gap**: 5.73 eV

Atoms and positions in Å:
1 H 7.0669 -1.4250 -6.6892
2 H 0.4192 -2.8134 -1.4956
3 H 0.8366 -3.9009 7.5631
4 Br -7.4612 -2.4278 0.8789
5 Br 3.1424 -4.8039 7.7035
6 H -4.7408 0.3642 -3.3473
7 C -3.7338 0.1147 -2.8956
8 Br 1.5752 -1.6063 -6.3701
9 Br 7.9895 -8.2594 1.4778
10 H -0.0849 1.8291 8.7651
11 H -3.5261 1.7955 0.8722
12 Br 8.8221 -4.4320 4.1068
13 O -1.0958 2.2253 4.3038
14 H 1.1622 -0.9693 -3.6629
15 P -1.2016 2.6543 0.9733
16 H 1.2006 0.0229 -2.0921
17 H -9.0135 3.1267 1.5455
18 Br -5.6783 0.2531 1.9689
19 H -3.1910 -1.9127 -3.7579
20 Br -9.9482 3.6002 3.7937
21 C -0.3271 3.8304 -6.6262
22 N 1.6482 3.1155 0.5243
23 H -3.0379 -1.7456 -1.9782
24 Br 4.3375 -0.0787 -5.8154
25 P -0.6309 3.2669 3.0633
26 Br -10.2269 -3.9906 0.4474
27 H 0.2661 4.0695 -0.6899
28 H -1.8746 -0.1053 2.6649
29 Br 1.5563 4.4657 -12.3410
30 H -3.2371 0.6568 3.4946
31 C 1.2720 -2.1815 -1.8477
32 H -0.9842 2.9972 -2.5746
33 C -9.2549 -2.3396 0.1647
34 C 0.2663 3.6873 0.3568
35 Br -0.4764 -1.1139 8.6925
36 N -2.1222 5.4719 -1.0808
37 Br -2.3343 0.7716 6.8766
38 C 1.5429 -1.4926 2.0735
39 H -3.2316 2.6255 2.3896
40 O -0.6881 -0.7848 -2.5941
41 Br 7.0365 -2.6014 2.1713
42 Br -6.9107 3.2101 2.8541
43 H 0.5456 -1.9880 2.0764
44 F -3.5123 -0.8727 0.5075
45 Br -2.5651 -3.1186 1.8160
46 Br 0.0852 3.7937 -8.5159
47 H 3.0891 1.6857 2.2035
48 P -1.1989 0.6772 -3.2118
49 C -3.8324 -0.5044 1.8111
50 H -2.7886 2.5138 -1.0969
51 C 1.3544 -4.6568 6.9796
52 H -3.7553 0.5546 -1.8667
53 Br 6.8072 -8.1139 -1.4974
54 Br 2.1436 2.4758 9.6434
55 H 2.0399 2.9194 -0.4021
56 H 0.2627 1.9732 -1.7855
57 H 2.2555 3.7915 0.9878
58 H -4.6986 -1.9239 -2.6299
59 C -2.7892 0.5043 2.4645
60 C -3.6982 -1.4808 -2.8593
61 C -2.7652 1.8443 1.7091
62 H 1.9343 -1.8355 -1.0029
63 Br -9.0249 0.8259 2.4784
64 H -0.3252 1.6692 4.5397
65 H -2.0960 0.9866 -0.5917
66 Br 8.3216 -0.0534 -8.3303
67 Br -0.4807 4.2469 9.1449
68 H 1.9572 -2.7619 -2.5331
69 Br -1.3593 5.3908 -6.1383
70 H -9.7794 -1.5647 0.7148
71 Br 1.2721 3.6649 -5.5547
72 Br 9.2582 -2.5857 -6.6050
73 Br 0.9212 2.7428 6.6931
74 H 0.5373 0.9194 0.1167
75 H -0.7671 0.0942 0.8593
76 C 2.5762 0.0305 -6.6111
77 Br 1.7910 1.2902 -11.9771
78 C -2.1813 4.8897 -0.0841
79 O -2.7500 0.6921 -3.7889
80 Br 8.2720 0.0822 -5.1311
81 H -0.2140 2.7439 -12.1090
82 Br 0.3605 -6.3057 7.1785
83 C 4.2101 -0.2138 2.0844
84 C -1.2162 -0.8093 6.9270
85 O -0.3040 0.9833 -4.3912
86 C 0.5372 2.7012 8.5871
87 C 0.7645 -0.8771 -2.6150
88 F -3.6261 -1.6996 3.9946
89 Br 9.5076 -4.2609 0.9805
90 H 2.0370 0.8147 -6.0836
91 C 2.9847 0.5729 2.1492
92 C -3.8696 -1.8898 2.6630
93 C 2.7809 -2.2793 2.0061
94 C 6.4011 -8.0486 0.3919
95 H 2.7390 -3.4017 1.9798
96 H -0.9447 2.9611 -6.4163
97 O 0.5690 0.8365 2.2614
98 H -1.8551 -1.6569 6.6998
99 Br 0.1651 -0.7646 5.5682
100 C 1.6340 -0.0349 2.1479
101 C 0.7210 2.7498 -12.6602
102 F -5.1372 -2.4374 2.5021
103 H 5.7554 -8.8934 0.6076
104 Br 5.4158 -6.4498 0.8594
105 Br 2.6575 0.5502 -8.4739
106 Br 0.2791 2.5024 -14.5278
107 H 5.2032 0.3030 2.1198
108 C -0.8365 2.0495 -1.9720
109 Br -9.2614 -1.8129 -1.6976
110 C -0.1480 1.0397 1.0118
111 O -2.2463 4.1199 0.9627
112 Br 1.3709 -4.0443 5.1469
113 C 4.1271 -1.6813 2.0229
114 C 8.0855 -1.0488 -6.6892
115 C -1.8036 2.0766 -0.7469
116 H 1.3124 3.2576 4.2241
117 S -1.5198 4.9685 3.5494
118 H 0.3018 4.6221 1.0046
119 H 7.4545 -5.0495 2.1312
120 C -8.7582 2.7459 2.5290
121 O 1.0028 3.6105 3.3689
122 C 8.1131 -4.2048 2.3211
123 H 5.0653 -2.3133 2.0029

***

2.
Below is a molecular structure, C40H34HfIN7O3S in a non-equilibrium geometry, with properties calculated with wB97M-V/def2-TZVPD.

## Properties
**Charge**: +2
**Total energy**: -2897.252192 Ha
**Highest occupied orbital energy**: -0.4597 Ha
**Maximum force**: 1.999 eV/Å
**Lowest unoccupied orbital energy**: -0.2232 hartree
**Orbital gap**: 6.44 eV
**Energy relative to the best compared isomer or geometry (same formula, charge and spin)**: 92.0 kJ/mol

Atoms and positions in Å:
1 C 0.2391 2.7325 -1.9523
2 C 4.1162 -3.0669 1.2838
3 C 3.5634 5.6957 1.7932
4 C 2.6761 4.7365 1.3371
5 C -3.4110 -1.0789 -3.3037
6 C 3.2597 -0.5671 0.2119
7 N -1.3170 0.4018 2.6010
8 C 2.3407 -1.5547 0.5584
9 C 4.5931 -0.8477 0.4243
10 C -4.6868 -1.4596 -2.9751
11 H 0.8636 4.7677 -2.1944
12 C 4.4600 5.3928 2.8164
13 S 5.6335 6.6022 3.3684
14 C 4.7051 7.7118 4.4675
15 H 1.5815 -4.4890 1.5593
16 N -2.7112 -0.1775 4.2072
17 H 6.0751 -2.2512 1.1091
18 H 3.1153 7.3415 5.8047
19 C -1.6822 -2.0136 2.8398
20 H -2.5759 -2.1365 1.0092
21 H 5.3365 -0.1038 0.1671
22 H -5.3367 -1.9022 -3.7225
23 H -5.0051 -1.4791 1.1915
24 H 3.5756 6.6855 1.3531
25 H -0.9928 -4.1529 1.4697
26 Hf -0.5329 0.1979 0.4596
27 H -3.4626 4.2127 5.4865
28 C 0.5300 1.3910 -2.1914
29 I -1.4948 3.2139 -0.8680
30 O -2.4959 -0.0167 -5.2957
31 C 0.9914 1.6182 0.9897
32 H -3.2556 0.4137 -5.7005
33 C 4.4726 4.1121 3.3695
34 C -1.4761 2.9277 3.0361
35 C -2.1015 3.8470 3.8555
36 C -3.1579 -0.3895 -0.9973
37 N -1.6315 -2.0935 1.3733
38 O -2.4631 0.1129 0.0193
39 N -0.4250 0.4019 -1.7317
40 H -2.0270 -1.9022 -4.7294
41 H -0.7676 3.2363 2.2816
42 H 3.4625 1.7661 -3.8170
43 C -0.8568 -3.2404 0.8861
44 H -2.4417 -2.6684 3.2679
45 C -1.9131 -0.5943 3.2244
46 C 0.5681 -2.8082 0.8644
47 C 2.7758 -2.7718 1.0605
48 O 5.3524 8.5718 4.9841
49 H -3.9593 1.8172 5.8803
50 C 1.0966 3.7274 -2.3782
51 N 1.6169 -3.5300 1.2502
52 C 3.5900 3.1463 2.9138
53 H 3.5995 2.1488 3.3339
54 H -1.1778 -3.4509 -0.1338
55 H -1.8888 4.9007 3.7225
56 C 3.2341 7.5104 4.7333
57 H 1.9829 4.9672 0.5370
58 C -2.6476 1.2137 4.2607
59 H -4.6964 0.2648 1.1085
60 C 1.6896 1.0440 -2.8598
61 N 0.9256 -1.6041 0.4374
62 H -1.1735 0.3496 -3.6363
63 C 2.5577 2.0382 -3.2886
64 H -6.2001 -0.4276 0.4557
65 C -3.2839 2.1278 5.0918
66 C -2.9009 -1.2525 -4.7171
67 H 5.1821 3.8815 4.1539
68 N -5.2199 -1.2994 -1.7471
69 C 2.2631 3.3719 -3.0506
70 H -3.6686 -1.7414 -5.3157
71 C 2.6827 3.4545 1.8944
72 H 2.9441 0.3799 -0.2033
73 H 2.9377 4.1476 -3.3916
74 C -2.9958 3.4563 4.8670
75 C -5.1302 -0.5805 0.5755
76 H 2.7206 8.4415 4.4893
77 C -4.5016 -0.7659 -0.7808
78 H 2.7921 6.6859 4.1813
79 H 4.4374 -4.0241 1.6757
80 H 1.9090 -0.0027 -3.0423
81 C -1.3343 0.0724 -2.5956
82 C -2.6118 -0.5333 -2.2762
83 H -0.7161 -2.3309 3.2366
84 H -3.2255 -0.7726 4.8374
85 C 1.7618 2.4639 1.4237
86 C 5.0174 -2.0762 0.9589
87 C -1.7707 1.5819 3.2464

***

3.
Below is 2 unconnected molecules or ions with the total composition C27H39N2O2Si in a non-equilibrium geometry, with properties calculated with wB97M-V/def2-TZVPD.

## Properties
**Charge**: +1
**Total energy**: -1601.446269 Ha
**Highest occupied orbital energy**: -0.3369 Ha
**Maximum force**: 4.249 eV/Å
**Lowest unoccupied orbital energy**: -0.1969 hartree
**Orbital gap**: 3.81 eV
**Energy relative to the best compared isomer or geometry (same formula, charge and spin)**: 164.8 kJ/mol

Atoms and positions in Å:
1 C 1.2067 2.4954 3.7753
2 C -3.5613 -0.0689 9.1315
3 H 1.0630 3.1114 0.5592
4 H 2.1246 2.9254 4.2028
5 C -2.3839 -0.7501 8.7112
6 C -2.4490 0.7375 11.1390
7 H 2.3373 -7.9576 4.8742
8 Si 1.6828 1.4645 2.3041
9 H -2.1397 -2.6776 5.0860
10 H 2.2867 1.9711 -0.0570
11 H -0.7587 2.6745 12.6826
12 O 0.3725 0.3806 1.9694
13 C -2.8148 1.7352 2.5649
14 H -4.4507 -0.1386 8.5042
15 H -3.3114 2.1749 1.6945
16 H -3.2855 -1.4254 6.8684
17 H 4.8366 -5.2042 4.1361
18 C -0.8682 0.5873 2.3101
19 H 3.9066 -7.3304 5.4602
20 H 2.7143 -0.4857 3.4281
21 H 3.9042 0.7959 3.0934
22 N -2.4928 1.5023 12.3184
23 H 0.5195 -5.9987 2.9012
24 H 2.9852 -4.6065 6.1498
25 N 2.9485 -6.1614 3.9636
26 H 3.3550 -0.2812 1.7872
27 C -3.1023 0.2503 2.7181
28 C -1.7964 -0.4038 2.6382
29 C -1.2665 -2.7874 5.7352
30 C -2.3760 -1.4562 7.4733
31 H -1.3593 -2.0111 1.3005
32 H -4.5030 1.1708 10.6217
33 H -3.6383 0.0364 3.6514
34 O -1.3336 1.8270 2.3252
35 H -1.6707 0.5634 14.0365
36 C -1.2765 0.0538 10.7400
37 H -1.8739 3.3013 11.4294
38 C 4.1159 -5.5318 3.3681
39 C -0.3781 -4.5299 4.2013
40 H 0.7086 1.9057 4.5564
41 C 2.0415 -4.5693 5.6022
42 C 1.8922 -5.3668 4.4460
43 C 1.0139 -3.7504 6.0344
44 H -3.2901 -0.0126 13.5340
45 C 1.9716 2.5501 0.8221
46 H -1.3330 -4.5307 3.6729
47 H -0.3922 0.1045 11.3789
48 C 3.0368 0.2590 2.6875
49 H -3.7505 -0.0898 1.8954
50 C -2.6445 0.8689 13.6164
51 H 4.6110 -6.2624 2.7158
52 H 0.5409 3.3201 3.4903
53 H -3.1005 1.5891 14.3087
54 H 3.7932 -8.0584 3.8410
55 H -3.0476 2.3170 3.4599
56 C -1.2861 -2.1629 6.9812
57 H -2.1983 -2.4758 2.7990
58 H -2.3151 3.3990 13.1601
59 C -0.2238 -3.6765 5.3328
60 C -1.2442 -0.6726 9.5616
61 H 1.1736 -3.1311 6.9156
62 H -0.3279 -1.1967 9.2909
63 C -1.4464 -1.7946 2.3809
64 H -0.4764 -2.0154 2.8494
65 C 0.6408 -5.3537 3.7743
66 H -0.4067 -2.2444 7.6233
67 C 3.2574 -7.4439 4.5753
68 C -3.5967 0.6497 10.3043
69 H 3.8053 -4.6641 2.7750
70 H 2.7661 3.2781 1.0541
71 C -1.8184 2.7868 12.3957